[1]
Computed, not measured: an isolated molecule of C5H5NOS at a distorted geometry, with wB97M-V/def2-TZVPD.

Each line ends with the Löwdin charge.
Positions of all 13 atoms, in Å:
N1 -1.84755 -1.42403 -1.44583  0.157
C1 -1.38613 -0.38592 -0.88041  -0.161
C2 -0.74171 0.55361 -0.01527  -0.259
C3 -0.28529 -0.63725 1.01613  -0.277
O1 0.80051 -1.22546 0.60838  -0.103
C4 1.43356 -0.13124 -0.16820  -0.684
S1 2.88276 -0.64293 -0.68867  0.777
C5 0.51845 1.04466 -0.53133  -0.140
H1 -1.41106 1.22527 0.47611  0.146
H2 -1.06644 -1.40403 1.08319  0.127
H3 -0.10977 -0.38461 2.09463  0.145
H4 0.69811 2.04620 -0.02546  0.161
H5 0.51456 1.36575 -1.52328  0.110

Cartesian forces (eV/Å) of the 3 atoms listed first:
3.6 8.6 4.2
-5.0 -8.8 -6.0
-1.3 -3.0 2.1

Net charge: 0
F_max in eV/A: 11.70

---

[2]
Computed, not measured: a cluster of 2 separate species, C3H10N2O2 in total at a distorted geometry, with wB97M-V/def2-TZVPD.

Each line ends with the Löwdin charge.
Positions of all 17 atoms, in Å:
C1 2.06169 -0.66219 -0.38869  -0.055
N1 0.74727 -0.99945 0.18167  0.014
C2 -0.21506 -0.18655 -0.29254  -0.506
O1 0.11631 0.58668 -1.21253  -0.015
C3 -1.56427 -0.21930 0.50631  -0.108
N2 -2.04422 -1.68738 0.28680  -0.033
H1 2.17426 0.19259 -1.09403  0.099
H2 2.38759 -1.59244 -1.03523  0.125
H3 2.60298 -0.52383 0.41470  0.015
H4 0.40828 -1.83112 0.66931  0.138
H5 -1.50007 -0.08054 1.60587  0.117
H6 -2.25751 0.37058 -0.13225  0.108
H7 -1.90545 -1.98732 -0.68707  0.070
H8 -2.95922 -2.01590 0.48954  0.037
O2 0.88656 3.81265 0.51800  -0.166
H9 0.13088 3.07370 0.67457  0.092
H10 0.93002 3.74984 -0.50445  0.067

Cartesian forces (eV/Å) of the 3 atoms listed first:
-1.2 -3.9 -4.6
-1.2 1.1 -0.9
0.8 1.4 0.1

Net charge: 0
F_max in eV/A: 6.17

---

[3]
Computed, not measured: a structure of composition C36H50AsCl5HfN5O2S2Sb at a distorted geometry, with wB97M-V/def2-TZVPD.

Each line ends with the Löwdin charge.
Positions of all 103 atoms, in Å:
Hf1 -0.40024 0.58782 0.36362  1.357
O1 3.64254 0.10471 -1.69349  0.010
C1 3.41093 0.98406 -2.71800  -0.251
C2 4.39397 1.04127 -3.69539  0.005
C3 4.26562 1.92071 -4.75247  -0.043
C4 3.15986 2.76665 -4.84309  -0.060
C5 2.19114 2.71794 -3.86725  -0.017
C6 2.28783 1.82224 -2.79146  -0.088
C7 1.20813 1.79457 -1.78001  -0.417
O2 1.08625 0.70224 -0.99651  -0.410
N1 0.40196 2.76993 -1.66962  0.004
N2 -0.61688 2.64994 -0.67930  -0.169
C8 -1.57073 3.50099 -1.01912  -0.873
S1 -2.88191 3.93277 0.00912  1.043
C9 -3.84826 4.73275 -1.29327  -0.460
C10 -2.86746 5.44722 -2.18933  -0.482
S2 -1.49140 4.32584 -2.53532  1.031
H1 2.85772 0.08395 -1.13350  0.023
H2 5.25544 0.38983 -3.60238  0.130
H3 5.03440 1.95005 -5.51612  0.119
H4 3.06598 3.45933 -5.66978  0.114
H5 1.32952 3.37280 -3.91503  0.107
H6 -4.54480 5.41680 -0.80824  0.098
H7 -4.40577 3.96351 -1.82419  0.091
H8 -2.46208 6.33520 -1.71290  0.088
H9 -3.31602 5.72360 -3.14234  0.094
Cl1 -0.84398 2.20490 2.69423  0.711
C11 -2.45973 1.76868 2.14413  -0.742
C12 -2.49630 1.01307 0.98794  -0.404
C13 -3.77976 0.74544 0.52065  -0.721
Cl2 -4.01675 -0.21146 -0.91929  0.738
C14 -4.92425 1.19272 1.17074  -0.744
Cl3 -6.47109 0.83285 0.53957  0.750
C15 -4.81271 1.93657 2.34883  -0.715
Cl4 -6.21088 2.49114 3.15591  0.760
C16 -3.55444 2.22560 2.85617  -0.744
Cl5 -3.34637 3.13115 4.29243  0.750
C17 2.29214 1.01833 3.64286  -0.262
As1 2.11085 0.75670 1.74171  1.100
C18 3.67669 1.71550 1.15826  -0.222
C19 2.71789 -1.10805 1.47388  -0.291
C20 4.11605 -1.33686 1.96806  -0.320
C21 4.34288 -1.69047 3.29753  -0.071
C22 5.63284 -1.91055 3.76082  -0.062
C23 6.71135 -1.78039 2.89422  -0.064
C24 6.49365 -1.43289 1.56615  -0.055
C25 5.20281 -1.21203 1.10456  -0.052
H10 3.20902 0.53424 3.96581  0.032
H11 1.44712 0.64022 4.21136  -0.001
H12 2.37266 2.08833 3.81099  0.045
H13 4.50146 1.31944 1.73753  0.046
H14 3.54148 2.77252 1.36562  0.049
H15 3.86839 1.57120 0.09879  0.027
H16 2.64457 -1.29769 0.40351  0.064
H17 2.01221 -1.77529 1.96019  0.065
H18 3.50227 -1.81251 3.97364  0.107
H19 5.79626 -2.19169 4.79516  0.113
H20 7.71767 -1.95995 3.25079  0.113
H21 7.33245 -1.33818 0.88537  0.114
H22 5.03902 -0.94375 0.06525  0.104
C26 -4.02008 -1.70716 2.34215  -0.044
N3 -2.64715 -1.90520 1.88276  -0.147
C27 -2.47735 -3.02334 0.95613  -0.067
C28 -1.57001 -1.57035 2.68027  -0.424
N4 -0.56024 -0.91564 2.12226  -0.005
N5 -1.58265 -1.81909 3.99618  -0.096
C29 -2.26764 -3.00122 4.55464  0.012
C30 -0.62526 -1.13243 4.86514  -0.025
H23 -4.05589 -0.94335 3.11713  0.108
H24 -4.48820 -2.62126 2.70726  0.094
H25 -4.61446 -1.36128 1.49288  0.059
H26 -2.77933 -3.97204 1.41312  0.103
H27 -1.43934 -3.09967 0.64430  0.062
H28 -3.09857 -2.85063 0.08506  0.036
H29 0.22138 -0.86951 2.75698  -0.010
H30 -1.86984 -3.92266 4.13224  0.105
H31 -3.33801 -2.96772 4.40450  0.075
H32 -2.08789 -3.01564 5.62446  0.097
H33 0.37275 -1.58297 4.82032  0.102
H34 -0.97476 -1.19047 5.89067  0.103
H35 -0.56628 -0.08031 4.59015  0.063
C31 -3.20188 -3.51236 -2.40067  -0.170
C32 -1.89045 -2.94614 -2.95607  -0.377
Sb1 -0.73729 -1.45571 -1.90270  1.415
C33 -1.25747 0.24356 -3.15026  -0.419
C34 -2.27579 -0.04267 -4.25685  -0.163
C35 1.09102 -2.04303 -2.83596  -0.400
C36 1.12157 -1.69147 -4.32338  -0.150
H36 -3.65875 -4.16847 -3.14744  0.086
H37 -3.93571 -2.73657 -2.16732  0.036
H38 -3.04188 -4.11852 -1.51127  0.054
H39 -2.05790 -2.46494 -3.91870  0.031
H40 -1.15970 -3.74450 -3.11062  0.059
H41 -0.32706 0.61599 -3.57658  0.041
H42 -1.64781 1.01502 -2.48797  0.002
H43 -1.88046 -0.73862 -5.00072  0.066
H44 -2.51604 0.88627 -4.78317  0.083
H45 -3.21357 -0.45387 -3.87546  0.057
H46 1.14069 -3.12131 -2.67916  0.055
H47 1.92923 -1.60135 -2.30863  0.023
H48 0.25044 -2.07156 -4.86086  0.066
H49 2.00570 -2.13611 -4.78682  0.087
H50 1.18070 -0.61529 -4.48598  0.060

Cartesian forces (eV/Å) of the 3 atoms listed first:
0.2 -0.6 1.7
-0.1 0.1 -0.2
0.0 -0.1 0.1

Net charge: +2
F_max in eV/A: 1.82

---

[4]
Computed, not measured: an isolated molecule of C2H6N2S at a distorted geometry, with wB97M-V/def2-TZVPD.

Each line ends with the Löwdin charge.
Positions of all 11 atoms, in Å:
C1 1.70942 -0.48322 -0.13140  -0.244
N1 0.29246 -0.72608 0.15184  -0.041
C2 -0.26205 0.57137 -0.04705  -0.285
N2 -1.61470 0.75626 -0.06241  -0.427
S1 -2.69824 -0.59168 -0.19594  0.687
H1 1.84235 0.76193 -0.26915  0.096
H2 1.89770 -0.64408 -1.19390  0.029
H3 2.69746 -1.18558 0.28947  0.136
H4 0.39717 1.42834 -0.10602  0.084
H5 -2.08689 1.35077 0.56464  0.040
H6 -2.17466 -1.23802 0.99991  -0.075

Cartesian forces (eV/Å) of the 3 atoms listed first:
3.0 1.0 -1.4
-1.0 6.4 -1.1
0.9 -6.2 2.0

Net charge: 0
F_max in eV/A: 6.61

---

[5]
Computed, not measured: a structure of composition C33H26BiF6N5O7S4, with wB97M-V/def2-TZVPD.

Each line ends with the Löwdin charge.
Positions of all 82 atoms, in Å:
Bi1 -0.17291 -0.20370 0.36092  1.890
C1 3.31597 3.62677 1.45206  -0.060
O1 3.86827 2.28499 1.42212  0.022
C2 3.00884 1.56889 0.67780  -0.360
N1 1.95054 2.10847 0.24785  0.133
C3 1.93420 3.47963 0.77750  -0.228
C4 1.61772 4.50704 -0.28455  -0.173
C5 2.01283 5.83052 -0.12424  -0.043
C6 1.67649 6.78774 -1.07123  -0.084
C7 0.93560 6.43208 -2.18793  -0.093
C8 0.53106 5.11424 -2.34954  -0.076
C9 0.86935 4.15738 -1.40440  -0.035
C10 3.34272 0.14444 0.45280  -0.178
C11 4.44913 -0.49684 0.99473  0.041
C12 4.61964 -1.84474 0.71837  -0.013
C13 3.69972 -2.51564 -0.07979  0.033
C14 2.62371 -1.78788 -0.55039  -0.191
N2 2.45800 -0.49790 -0.29265  0.097
C15 1.51664 -2.32103 -1.37770  -0.318
N3 0.37738 -1.75298 -1.43427  0.026
C16 -0.45828 -2.47934 -2.39546  -0.223
C17 0.48327 -3.61886 -2.86061  -0.018
O2 1.72143 -3.39816 -2.12291  0.057
C18 -0.96208 -1.59207 -3.50669  -0.197
C19 -2.11431 -1.96671 -4.19049  -0.039
C20 -2.59820 -1.18617 -5.22833  -0.075
C21 -1.93601 -0.01901 -5.58526  -0.079
C22 -0.79118 0.36029 -4.90192  -0.073
C23 -0.30420 -0.42323 -3.86507  -0.044
H1 3.26330 3.94444 2.49012  0.129
H2 3.99040 4.27460 0.89182  0.125
H3 1.14661 3.51628 1.53520  0.145
H4 2.57969 6.12828 0.75060  0.113
H5 1.99046 7.81438 -0.93280  0.102
H6 0.67111 7.17935 -2.92469  0.100
H7 -0.05803 4.82607 -3.21104  0.103
H8 0.55080 3.13092 -1.53193  0.081
H9 5.14323 0.05083 1.61561  0.127
H10 5.46596 -2.37772 1.13029  0.117
H11 3.80453 -3.56587 -0.31152  0.126
H12 -1.31416 -2.89493 -1.86148  0.127
H13 0.12048 -4.61074 -2.60303  0.132
H14 0.71778 -3.56629 -3.92138  0.135
H15 -2.64706 -2.86423 -3.89378  0.120
H16 -3.50034 -1.48100 -5.74835  0.105
H17 -2.32062 0.59838 -6.38639  0.104
H18 -0.27920 1.27701 -5.16445  0.106
H19 0.58149 -0.10945 -3.32550  0.111
F1 1.50050 0.84400 6.43932  0.158
C24 1.91629 0.47279 5.23837  -0.683
F2 1.91783 -0.85684 5.16826  0.143
F3 3.16378 0.91155 5.05446  0.138
S1 0.86888 1.18579 3.90103  0.602
O3 1.31787 0.50095 2.70294  -0.373
O4 1.06544 2.60537 3.93893  -0.255
N4 -0.53040 0.67989 4.41587  -0.287
S2 -1.83252 0.99936 3.59462  0.614
O5 -1.66547 0.74481 2.16483  -0.462
O6 -2.50690 2.20204 3.95028  -0.234
C25 -2.91334 -0.39098 4.16479  -0.676
F4 -4.17256 -0.09061 3.86257  0.151
F5 -2.81210 -0.57742 5.47481  0.153
F6 -2.58391 -1.51939 3.54008  0.138
S3 -2.13591 1.44025 -1.20133  0.511
C26 -2.87563 -0.04357 -0.89851  -1.188
N5 -2.26395 -1.01978 -0.23492  -0.181
C27 -3.01693 -2.18320 -0.13732  -0.318
C28 -2.61779 -3.38363 0.44497  -0.023
C29 -3.50147 -4.44874 0.42859  -0.077
C30 -4.76414 -4.33498 -0.15524  -0.092
C31 -5.16330 -3.14692 -0.74370  -0.089
C32 -4.27845 -2.07714 -0.73262  -0.466
S4 -4.47723 -0.48698 -1.41977  1.043
H20 -1.63326 -3.45037 0.88585  0.088
H21 -3.20877 -5.38700 0.88200  0.103
H22 -5.43718 -5.18193 -0.15082  0.102
H23 -6.13913 -3.04965 -1.20110  0.108
C33 0.23917 -2.50695 2.59337  -0.217
O7 0.17416 -2.11352 1.24015  -0.524
H24 0.07915 -1.69366 3.29733  0.035
H25 1.22369 -2.93904 2.80491  0.080
H26 -0.51819 -3.27305 2.79898  0.070

Cartesian forces (eV/Å) of the 3 atoms listed first:
0.0 -0.2 0.4
0.0 0.1 0.0
0.0 0.0 0.0

Net charge: 0
F_max in eV/A: 0.44

---

Number 1: Kohn-Sham gap 8.698 eV, lowest unoccupied orbital energy -0.562 eV. Number 2: Kohn-Sham gap 10.326 eV, lowest unoccupied orbital energy 0.756 eV. Number 3: Kohn-Sham gap 7.460 eV, lowest unoccupied orbital energy -5.557 eV. Number 4: Kohn-Sham gap 9.741 eV, lowest unoccupied orbital energy 0.756 eV. Number 5: Kohn-Sham gap 7.129 eV, lowest unoccupied orbital energy -0.724 eV.